[1]
A gas-phase ion, C5H10N2 (charge +2). Source: the OMol25 dataset; level of theory: ωB97M-V/def2-TZVPD.

Properties
HOMO (alpha / beta) in eV: -20.1 / -20.1
E in eV: -8303.7141
Orbital gap (alpha / beta) in hartree: 0.313 / 0.313
Maximum force in eV/A: 5.92
ΔE to the lowest compared entry with this formula, charge and spin in kJ/mol: 400.83
Total charge: +2

Geometry (Å):
N 2.253 0.198 0.467
N -0.348 -0.098 -0.514
C 2.260 -1.009 0.236
C -1.056 0.070 0.735
C 1.603 1.269 0.221
C 0.474 1.077 -0.858
C 0.329 -1.393 -0.439
H -0.260 -0.176 1.585
H -1.102 -0.125 -1.273
H -1.897 -0.581 0.847
H 2.992 -1.816 0.009
H 0.943 0.842 -1.786
H -1.361 1.212 0.960
H 1.473 1.999 1.029
H 0.667 -1.838 -1.277
H -0.149 -2.015 0.406
H -0.053 1.969 -1.072


[2]
A gas-phase ion, C5H10N2 (charge +2). Source: the OMol25 dataset; level of theory: ωB97M-V/def2-TZVPD.

Properties
SMILES string: C=C=[N+](C)C(C)=[NH2+]
HOMO (alpha / beta) in eV: -19.6 / -19.6
E in eV: -8303.1139
Orbital gap (alpha / beta) in hartree: 0.320 / 0.320
Maximum force in eV/A: 9.96
ΔE to the lowest compared entry with this formula, charge and spin in kJ/mol: 458.75
Total charge: +2

Geometry (Å):
N 0.259 -0.197 -0.537
N 0.183 -0.483 1.772
C -0.390 1.734 1.173
C -0.041 0.333 0.753
C 0.245 0.643 -1.680
C 0.111 -1.462 -0.589
C 0.155 -3.088 -0.809
H -0.646 -3.684 -1.335
H 0.362 -1.480 1.715
H -0.691 1.082 -1.846
H 1.058 1.452 -1.471
H 0.934 -3.661 -0.380
H 0.144 -0.427 2.771
H -0.291 2.436 0.333
H -1.417 1.787 1.272
H 0.027 1.916 2.058
H 0.227 -0.023 -2.535


[3]
A single C5H10N2O molecule. Source: the OMol25 dataset; level of theory: ωB97M-V/def2-TZVPD.

Properties
HOMO (alpha / beta) in eV: -8.8 / -7.5
E in eV: -10369.7889
Orbital gap (alpha / beta) in hartree: 0.341 / 0.266
Maximum force in eV/A: 1.93
ΔE to the lowest compared entry with this formula, charge and spin in kJ/mol: 532.25
Total charge: 0

Geometry (Å):
O 0.629 1.154 1.445
N 1.806 0.223 -1.138
N -0.611 0.571 -1.148
C 0.515 -0.128 0.973
C 0.358 -1.357 -1.257
C 0.581 -0.115 -0.537
C -1.752 1.119 -0.429
C 0.438 -1.205 1.753
H 0.488 -1.126 2.832
H 0.409 -2.199 1.338
H -2.575 1.301 -1.121
H -0.287 1.099 -1.952
H 0.540 -1.367 -2.320
H -1.495 2.052 0.084
H -2.079 0.400 0.323
H 2.399 0.689 -0.451
H 0.688 1.138 2.408
H -0.052 -2.250 -0.802


[4]
A single C5H10N2O molecule. Source: the OMol25 dataset; level of theory: ωB97M-V/def2-TZVPD.

Properties
HOMO (alpha / beta) in eV: -6.2 / -6.2
E in eV: -10371.6616
Orbital gap (alpha / beta) in hartree: 0.258 / 0.258
Maximum force in eV/A: 0.98
ΔE to the lowest compared entry with this formula, charge and spin in kJ/mol: 351.55
Total charge: 0

Geometry (Å):
O -0.581 1.503 -0.003
N -1.678 -0.844 1.421
N -1.367 -0.480 -1.580
C 0.433 0.796 0.025
C 0.395 -0.902 0.117
C 1.816 1.390 0.137
C -0.036 -0.799 -1.252
C -0.340 -0.995 1.341
H 1.975 1.752 1.157
H 0.217 -0.946 2.267
H -2.088 -0.119 1.996
H 2.611 0.688 -0.113
H -1.598 0.441 -1.167
H 1.408 -1.279 0.206
H -2.233 -1.044 0.599
H 1.885 2.254 -0.528
H -1.495 -0.418 -2.582
H 0.677 -0.999 -2.041


[5]
A single C5H10N2O molecule. Source: the OMol25 dataset; level of theory: ωB97M-V/def2-TZVPD.

Properties
HOMO (alpha / beta) in eV: -8.4 / -6.2
E in eV: -10370.2457
Orbital gap (alpha / beta) in hartree: 0.341 / 0.221
Maximum force in eV/A: 2.34
ΔE to the lowest compared entry with this formula, charge and spin in kJ/mol: 488.17
Total charge: 0

Geometry (Å):
O 1.265 -1.431 -0.604
N -1.535 0.235 -1.106
N 2.147 1.251 0.411
C 0.425 -0.346 -0.246
C -1.774 -0.345 1.282
C 1.098 0.471 0.717
C -0.288 0.496 -1.634
C -1.093 -0.651 -0.048
H -1.627 0.699 1.561
H -1.399 -0.991 2.080
H 0.207 -0.146 -2.396
H 0.709 0.591 1.717
H -2.847 -0.501 1.169
H 2.570 1.149 -0.502
H -1.232 -1.725 -0.282
H 0.802 -1.946 -1.282
H -0.132 1.526 -1.977
H 2.703 1.666 1.142


[6]
A single C5H10N2O molecule. Source: the OMol25 dataset; level of theory: ωB97M-V/def2-TZVPD.

Properties
SMILES string: C=NN(C)CCC=O
HOMO in eV: -8.5
E in eV: -10369.4168
Orbital gap in hartree: 0.340
Maximum force in eV/A: 6.93
ΔE to the lowest compared entry with this formula, charge and spin in kJ/mol: 568.15
Total charge: 0

Geometry (Å):
O -2.718 0.749 -0.007
N 0.458 0.847 -0.168
N 1.056 -0.367 -0.230
C -1.365 -1.175 -0.298
C 1.002 2.055 -0.086
C 2.547 -0.469 0.064
C 0.102 -1.588 0.101
C -1.711 0.240 0.333
H 3.305 0.211 -0.378
H 0.402 -2.686 -0.122
H -1.903 -1.916 0.395
H -1.697 -1.278 -1.388
H 3.000 -1.396 -0.108
H -0.931 0.706 1.140
H 2.564 -0.293 1.311
H 2.210 1.887 -0.052
H 0.479 2.948 0.193
H 0.262 -1.915 1.166


> Which of these has the lowest ΔE to the lowest compared entry with this formula, charge and spin?

number 4


> Look up the maximum force of the first one.

5.92 eV/A